Computed, not measured: C17H25BrNO4Ti as an isolated structure at a distorted geometry, with ωB97M-V/def2-TZVPD.

Geometry as ORCA input:
```
! wB97M-V def2-TZVPD RIJCOSX def2/J DEFGRID3
* xyz 1 3
Ti 5.36 -9.75 13.62
C 7.59 -11.51 12.66
C 6.51 -11.81 11.68
O 5.29 -11.12 12.03
C 4.09 -12.06 12.15
C 4.02 -12.62 13.51
O 4.19 -11.51 14.43
C 4.32 -11.76 15.87
C 4.74 -10.40 16.49
O 5.74 -9.65 15.62
C 7.10 -9.93 16.02
C 7.90 -10.29 14.81
O 7.00 -10.93 13.83
H 8.12 -12.45 12.98
H 8.28 -10.72 12.23
H 6.72 -11.58 10.63
H 6.24 -12.90 11.68
H 3.24 -11.36 11.98
H 4.24 -12.85 11.37
H 3.07 -13.12 13.65
H 4.71 -13.47 13.71
H 3.40 -12.19 16.19
H 5.08 -12.53 16.02
H 3.89 -9.75 16.54
H 5.11 -10.43 17.53
H 7.60 -9.13 16.59
H 7.08 -10.74 16.78
H 8.30 -9.39 14.33
H 8.68 -11.06 15.04
Br 8.17 -5.13 9.86
C 7.19 -6.32 10.96
C 7.18 -6.16 12.36
C 6.67 -7.15 13.19
C 6.17 -8.27 12.60
C 5.95 -8.30 11.22
C 6.45 -7.33 10.40
H 7.70 -5.33 12.74
H 6.78 -6.92 14.26
H 5.29 -9.11 10.79
H 6.58 -7.48 9.31
C 0.38 -8.43 12.37
C 1.53 -7.53 12.77
C 2.76 -8.25 13.12
N 3.55 -8.96 13.58
H -0.32 -7.91 11.61
H -0.14 -8.82 13.25
H 0.78 -9.31 11.82
H 1.29 -6.90 13.63
H 1.72 -6.90 11.94
*
```

Properties
E_HOMO (alpha / beta): -7.8 / -10.3 eV
frontier orbital gap (alpha / beta): 0.2018 / 0.2911 Eh
calculated total energy: -4441.622626 hartree

***

Computed, not measured: C17H25CaN4 as an isolated structure at a distorted geometry, with ωB97M-V/def2-TZVPD.

Geometry as ORCA input:
```
! wB97M-V def2-TZVPD RIJCOSX def2/J DEFGRID3
* xyz 1 1
Ca 0.19 -0.24 0.12
N 0.06 0.24 2.42
C -0.37 1.65 2.52
C 0.40 2.52 1.53
N 0.03 2.19 0.13
H -0.63 -0.37 2.86
H 0.92 0.10 2.94
H -0.23 2.06 3.52
H -1.44 1.70 2.28
H 1.47 2.34 1.64
H 0.21 3.57 1.76
H 0.61 2.73 -0.51
H -0.92 2.51 -0.04
C 2.11 -0.29 -3.24
C 2.80 0.19 -1.96
C 3.62 -0.89 -1.29
C 4.99 -0.93 -1.48
C 5.76 -1.91 -0.87
C 5.16 -2.84 -0.05
C 3.78 -2.84 0.16
C 3.19 -3.84 1.12
C 3.16 -5.28 0.59
C 3.01 -1.87 -0.50
N 1.59 -1.82 -0.35
C 0.88 -2.84 -0.73
C -0.53 -2.87 -0.62
C -1.41 -3.91 -0.96
C -2.69 -3.46 -0.67
C -2.55 -2.16 -0.18
N -1.26 -1.79 -0.14
H 1.53 0.51 -3.70
H 1.43 -1.13 -3.03
H 2.85 -0.64 -3.95
H 2.05 0.57 -1.25
H 3.45 1.03 -2.20
H 5.46 -0.17 -2.10
H 6.83 -1.93 -1.03
H 5.76 -3.58 0.46
H 2.18 -3.54 1.41
H 3.79 -3.83 2.03
H 2.46 -5.38 -0.24
H 2.86 -5.97 1.37
H 4.15 -5.57 0.23
H 1.37 -3.71 -1.16
H -1.13 -4.88 -1.35
H -3.62 -4.00 -0.80
H -3.33 -1.49 0.14
*
```

Properties
E_HOMO: -10.5 eV
relative energy (zero: lowest compared OMol25 entry of this formula, charge and spin): 0.0 kcal per mole
frontier orbital gap: 0.2849 Eh
calculated total energy: -1559.310820 hartree

***

Computed, not measured: C17H25CoF5NO3P2 as an isolated structure at a distorted geometry, with ωB97M-V/def2-TZVPD.

Geometry as ORCA input:
```
! wB97M-V def2-TZVPD RIJCOSX def2/J DEFGRID3
* xyz 0 5
C -0.83 1.13 -4.55
C -1.06 0.83 -3.18
N -0.01 1.18 -2.32
C 0.89 2.16 -2.65
C 0.90 2.71 -3.94
C 0.04 2.15 -4.91
C -2.10 0.12 -2.56
P -2.03 -0.41 -0.85
Co 0.05 0.46 -0.56
P 1.95 1.31 -0.12
C 1.85 2.63 -1.49
O -0.60 -3.80 -4.08
O 1.39 -4.91 -0.63
H -1.42 0.57 -5.27
H 1.57 3.59 -4.17
H 0.10 2.51 -5.93
C -3.49 0.64 -0.35
C -2.38 -2.06 -0.15
H 2.87 2.89 -1.85
H 1.43 3.56 -1.02
H -1.30 -3.13 -3.93
H -2.81 -0.29 -3.27
C 2.09 2.12 1.50
C 3.52 0.45 -0.42
H 0.47 -0.66 0.38
H 0.65 -4.70 0.03
H 1.04 -4.52 -1.47
H 0.29 -3.50 -4.08
H -1.10 0.14 0.49
H 1.08 -0.30 0.75
H -4.35 0.19 -0.90
H -3.66 0.73 0.74
H -3.28 1.64 -0.78
H -3.33 -2.43 -0.55
H -1.58 -2.76 -0.37
H -2.45 -2.03 0.94
H 4.43 1.07 -0.45
H 3.65 -0.30 0.37
H 3.47 -0.12 -1.35
H 2.99 2.73 1.68
H 1.21 2.77 1.69
H 2.05 1.34 2.27
F 0.14 0.38 7.34
C -0.01 -0.04 6.07
C -0.41 0.87 5.10
F -0.58 2.18 5.41
C -0.60 0.44 3.82
F -1.03 1.30 2.86
C -0.37 -0.93 3.43
O -0.52 -1.34 2.23
C 0.06 -1.83 4.47
F 0.30 -3.10 4.12
C 0.22 -1.40 5.76
F 0.61 -2.25 6.72
*
```

Properties
E_HOMO (alpha / beta): -3.8 / -6.8 eV
relative energy (zero: lowest compared OMol25 entry of this formula, charge and spin): 29.3 kcal per mole
frontier orbital gap (alpha / beta): 0.1315 / 0.1341 Eh
calculated total energy: -3507.677737 hartree

***

Computed, not measured: one molecule with the formula C17H25F2N3O at a distorted geometry, with ωB97M-V/def2-TZVPD.

Geometry as ORCA input:
```
! wB97M-V def2-TZVPD RIJCOSX def2/J DEFGRID3
* xyz 0 1
F -2.10 -3.15 -1.30
F 0.34 -3.61 -1.31
O 2.29 -1.92 0.22
C -1.90 -1.20 0.06
C 0.24 -0.54 0.65
C -1.33 -2.31 -0.53
C -0.01 -2.63 -0.47
C 0.83 -1.70 0.16
C -1.12 -0.23 0.68
N 3.96 -2.64 -3.04
N -2.02 2.57 3.69
N -1.63 1.01 1.16
C 4.30 -1.65 -4.10
C 3.96 -4.01 -3.48
C 2.97 -2.80 -0.71
C 2.91 -2.13 -2.14
C -3.39 2.73 3.38
C -1.12 3.57 3.02
C -3.08 1.12 1.54
C -0.81 2.19 0.78
C -2.80 3.57 1.12
C -3.55 2.50 1.89
C -1.36 3.52 1.46
H -2.97 -1.04 -0.11
H 0.91 0.19 1.22
H -1.65 1.56 3.58
H 3.40 -1.48 -4.75
H 5.00 -1.85 -4.83
H 4.69 -0.72 -3.67
H 4.94 -4.24 -3.88
H 3.80 -4.59 -2.57
H 3.17 -4.27 -4.19
H 2.64 -3.88 -0.88
H 4.03 -2.93 -0.22
H 3.02 -1.11 -1.86
H 1.96 -2.29 -2.65
H -3.62 3.78 3.78
H -4.08 2.08 4.00
H -1.52 4.53 3.41
H -0.10 3.38 3.29
H -3.30 0.49 2.30
H -3.67 0.88 0.63
H -0.81 2.43 -0.28
H 0.22 2.07 1.13
H -3.09 4.55 1.26
H -3.02 3.26 -0.01
H -4.66 2.63 1.61
H -0.88 4.34 0.94
*
```

Properties
E_HOMO: -7.9 eV
relative energy (zero: lowest compared OMol25 entry of this formula, charge and spin): 0.0 kcal per mole
SMILES: CN(C)CCOc1cc(N2C[C@@H]3CNC[C@@H](C3)C2)cc(F)c1F
frontier orbital gap: 0.3154 Eh
calculated total energy: -1101.863345 hartree

***

Computed, not measured: one molecule with the formula C17H25F4N2O9PS at a distorted geometry, with ωB97M-V/def2-TZVPD.

Geometry as ORCA input:
```
! wB97M-V def2-TZVPD RIJCOSX def2/J DEFGRID3
* xyz 0 1
C -5.02 -0.50 3.11
C -4.38 -0.61 1.97
C -3.52 -0.64 0.62
C -1.99 -0.06 0.81
C -1.37 -0.30 2.26
O -1.61 0.69 3.28
C -0.96 0.41 4.51
F -0.33 -0.87 4.61
F -0.06 1.52 4.79
F -1.96 0.46 5.57
C -1.11 -1.01 -0.21
S -0.77 -2.71 0.43
O 0.40 -2.80 1.41
O -0.44 -3.73 -0.67
F -2.07 -3.41 1.28
C 0.22 -0.25 -0.83
O 1.32 -0.33 0.09
C 2.55 0.27 -0.37
C 3.79 -0.62 0.23
C 4.62 0.14 1.39
O 4.74 -1.03 -0.82
P 0.51 -1.20 -2.50
C 1.98 -2.41 -2.34
C 1.00 0.03 -3.89
C -0.34 0.28 -4.76
C -0.13 1.28 -1.29
C -0.70 2.00 0.07
O -0.78 3.41 -0.25
N 0.30 4.09 0.24
O 0.75 4.82 -0.61
N -2.05 1.35 0.29
C -3.01 2.29 0.97
O -4.24 2.45 0.55
O -2.66 3.16 2.04
H -5.31 -0.28 4.22
H -4.12 -0.01 -0.16
H -3.52 -1.71 0.15
H -1.82 -1.30 2.66
H -0.21 -0.42 2.16
H -1.81 -1.14 -1.14
H 2.73 1.35 0.03
H 2.71 0.32 -1.50
H 3.38 -1.60 0.69
H 4.59 -0.53 2.34
H 5.74 0.19 1.06
H 4.27 1.22 1.60
H 5.16 -1.84 -0.44
H 1.91 -3.14 -3.24
H 2.01 -3.00 -1.36
H 2.95 -1.79 -2.53
H 1.76 -0.56 -4.56
H 1.52 0.98 -3.51
H -0.48 -0.63 -5.49
H -1.25 0.24 -4.04
H -0.35 1.25 -5.38
H -0.90 1.32 -2.17
H 0.78 1.89 -1.64
H 0.02 1.79 0.96
H -2.44 1.25 -0.69
*
```

Properties
E_HOMO: -8.7 eV
SMILES: C#CC[C@@]1(COC(F)(F)F)[C@H](S(=O)(=O)F)[C@@](OC[C@H](C)O)(P(C)CC)C[C@@H](ON=O)[N@@H+]1C(=O)[O-]
frontier orbital gap: 0.2667 Eh
calculated total energy: -2587.880392 hartree

***

Computed, not measured: C17H25F6FeNO2SbSi2 as an isolated structure at a distorted geometry, with ωB97M-V/def2-TZVPD.

Geometry as ORCA input:
```
! wB97M-V def2-TZVPD RIJCOSX def2/J DEFGRID3
* xyz 0 6
Fe -1.41 -0.11 -0.51
O -4.84 -1.13 1.07
C -3.72 -0.75 0.82
O -3.28 -0.30 -0.32
C -2.67 -0.73 1.92
C -2.91 -1.39 3.13
C -1.96 -1.32 4.10
C -0.83 -0.49 3.92
C 0.13 -0.29 4.94
C 1.16 0.58 4.77
C 1.25 1.32 3.57
C 0.36 1.13 2.56
C -0.69 0.19 2.69
N -1.58 -0.02 1.67
H -3.82 -1.96 3.22
H -2.08 -1.86 5.04
H 0.02 -0.84 5.87
H 1.88 0.74 5.56
H 2.04 2.05 3.46
H 0.41 1.74 1.67
C 3.44 0.59 -1.61
Si 2.24 -0.85 -1.68
C 1.22 -0.76 -3.28
C 1.99 -1.53 0.08
C 0.36 0.70 -0.89
Si -0.33 2.16 -1.88
C 0.95 3.46 -2.25
C -1.26 1.62 -3.41
C -1.63 2.78 -0.64
H 4.44 0.17 -1.76
H 3.44 1.11 -0.64
H 3.28 1.34 -2.39
H 1.63 -1.54 -3.92
H 1.41 0.22 -3.75
H 0.15 -0.90 -3.21
H 2.61 -2.42 0.15
H 0.97 -1.80 0.36
H 2.35 -0.78 0.79
H 0.90 1.01 0.00
H 1.68 3.10 -2.98
H 1.49 3.76 -1.35
H 0.46 4.34 -2.66
H -0.59 1.38 -4.24
H -1.92 2.43 -3.73
H -1.89 0.74 -3.24
H -1.19 3.05 0.32
H -2.46 2.09 -0.45
H -2.09 3.67 -1.08
F -0.93 -1.86 -0.93
Sb -0.06 -3.96 -1.37
F -0.50 -3.69 -3.24
F -1.82 -4.45 -0.98
F 0.59 -5.71 -1.64
F 0.41 -3.94 0.52
F 3.22 -2.10 -2.19
*
```

Properties
E_HOMO (alpha / beta): -9.3 / -10.0 eV
relative energy (zero: lowest compared OMol25 entry of this formula, charge and spin): 98.1 kcal per mole
frontier orbital gap (alpha / beta): 0.2279 / 0.2641 Eh
calculated total energy: -3550.259233 hartree

***

Computed, not measured: a 2-piece molecular cluster, C17H25N3O4 overall, with ωB97M-V/def2-TZVPD.

Geometry as ORCA input:
```
! wB97M-V def2-TZVPD RIJCOSX def2/J DEFGRID3
* xyz 0 1
C 4.25 2.24 -0.40
C 4.83 3.62 -0.04
C 3.89 1.45 0.87
C 3.16 0.17 0.56
C 1.80 0.01 0.48
C 3.73 -1.11 0.24
C 2.66 -2.00 -0.03
C 5.05 -1.60 0.17
C 2.87 -3.34 -0.38
C 5.26 -2.93 -0.17
C 4.17 -3.79 -0.44
C -6.18 -0.04 -0.21
C -6.34 1.49 -0.23
C -4.70 -0.44 -0.01
C -3.82 0.06 -1.16
C -4.15 -0.02 1.36
C -2.83 -0.69 1.73
H 4.67 0.86 -1.86
H 5.90 1.10 -0.83
H 3.33 2.44 -0.95
H 3.29 2.10 1.51
H 4.81 1.23 1.43
H 1.01 0.73 0.65
H 0.57 -1.66 0.02
H 5.89 -0.96 0.40
H 2.03 -4.00 -0.58
H 6.27 -3.32 -0.22
H 4.37 -4.82 -0.71
H 5.83 3.35 -1.58
H -6.44 -0.02 -2.21
H -7.71 -0.62 -1.41
H -6.75 -0.44 0.63
H -4.71 -1.54 -0.04
H -4.19 -0.31 -2.12
H -2.79 -0.30 -1.05
H -3.79 1.15 -1.20
H -4.02 1.08 1.40
H -4.89 -0.27 2.14
H -2.92 -1.78 1.70
H -2.03 -0.40 1.05
H -2.52 -0.41 2.74
H -6.25 1.47 1.68
N 5.16 1.57 -1.34
N 1.50 -1.28 0.11
N -6.69 -0.63 -1.44
O 4.49 4.24 0.93
O 5.72 4.07 -0.92
O -6.44 2.13 -1.24
O -6.35 2.12 0.97
*
```

Properties
E_HOMO: -8.3 eV
relative energy (zero: lowest compared OMol25 entry of this formula, charge and spin): 3.8 kcal per mole
SMILES: N[C@@H](Cc1c[nH]c2ccccc12)C(=O)O.CC[C@H](C)[C@H](N)C(=O)O
frontier orbital gap: 0.3166 Eh
calculated total energy: -1128.075811 hartree

***

Computed, not measured: a 2-piece molecular cluster, C17H25N3O4 overall at a distorted geometry, with ωB97M-V/def2-TZVPD.

Geometry as ORCA input:
```
! wB97M-V def2-TZVPD RIJCOSX def2/J DEFGRID3
* xyz 0 1
O -0.01 -4.88 -3.77
O -2.66 -2.13 -2.36
O 2.17 -1.10 -2.49
O -1.13 0.93 1.05
C -0.48 -4.81 -2.64
C -2.05 -1.38 -1.62
C 1.76 -2.23 -2.26
C 0.95 3.38 5.10
C 1.02 4.21 3.98
C 0.17 4.82 1.69
C -0.09 2.55 2.43
C -0.46 4.50 0.48
C -0.72 2.22 1.23
C 0.36 3.85 2.70
C -0.91 3.19 0.24
N -2.72 -0.58 -0.83
N 2.68 -3.16 -1.98
N -0.30 -3.77 -1.83
C -1.28 -5.96 -2.08
C 1.78 5.50 4.12
C -1.59 2.85 -1.06
C 2.57 -4.59 -1.69
C -0.53 -1.35 -1.53
C 0.22 -2.47 -2.29
H -0.85 0.41 1.83
H 0.40 2.45 5.12
H 1.44 3.66 6.03
H 0.50 5.84 1.84
H 0.06 1.76 3.16
H -0.59 5.27 -0.27
H -2.23 0.08 -0.24
H -3.72 -0.60 -0.92
H 3.62 -2.79 -2.02
H -0.74 -3.80 -0.93
H -2.30 -5.62 -1.91
H -0.84 -6.30 -1.15
H -1.29 -6.77 -2.81
H 2.29 5.56 5.09
H 1.10 6.35 4.04
H 2.54 5.58 3.34
H -1.67 3.73 -1.71
H -2.60 2.46 -0.88
H -1.01 2.09 -1.59
H 2.20 -5.12 -2.56
H 1.92 -4.76 -0.83
H 3.56 -4.99 -1.45
H -0.25 -1.38 -0.48
H -0.22 -0.38 -1.92
H -0.06 -2.37 -3.34
*
```

Properties
E_HOMO: -8.5 eV
relative energy (zero: lowest compared OMol25 entry of this formula, charge and spin): 17.7 kcal per mole
SMILES: CNC(=O)[C@H](CC(N)=O)NC(C)=O.C=C(C)c1ccc(C)c(O)c1
frontier orbital gap: 0.3225 Eh
calculated total energy: -1128.053679 hartree

***

Number 7 is which compound?
C17H25N3O4

***

What is the calculated total energy in the sixth record?
-3550.259233 hartree

***

Copy entry 2 word for word.
Computed, not measured: C17H25CaN4 as an isolated structure at a distorted geometry, with ωB97M-V/def2-TZVPD.

Geometry as ORCA input:
```
! wB97M-V def2-TZVPD RIJCOSX def2/J DEFGRID3
* xyz 1 1
Ca 0.19 -0.24 0.12
N 0.06 0.24 2.42
C -0.37 1.65 2.52
C 0.40 2.52 1.53
N 0.03 2.19 0.13
H -0.63 -0.37 2.86
H 0.92 0.10 2.94
H -0.23 2.06 3.52
H -1.44 1.70 2.28
H 1.47 2.34 1.64
H 0.21 3.57 1.76
H 0.61 2.73 -0.51
H -0.92 2.51 -0.04
C 2.11 -0.29 -3.24
C 2.80 0.19 -1.96
C 3.62 -0.89 -1.29
C 4.99 -0.93 -1.48
C 5.76 -1.91 -0.87
C 5.16 -2.84 -0.05
C 3.78 -2.84 0.16
C 3.19 -3.84 1.12
C 3.16 -5.28 0.59
C 3.01 -1.87 -0.50
N 1.59 -1.82 -0.35
C 0.88 -2.84 -0.73
C -0.53 -2.87 -0.62
C -1.41 -3.91 -0.96
C -2.69 -3.46 -0.67
C -2.55 -2.16 -0.18
N -1.26 -1.79 -0.14
H 1.53 0.51 -3.70
H 1.43 -1.13 -3.03
H 2.85 -0.64 -3.95
H 2.05 0.57 -1.25
H 3.45 1.03 -2.20
H 5.46 -0.17 -2.10
H 6.83 -1.93 -1.03
H 5.76 -3.58 0.46
H 2.18 -3.54 1.41
H 3.79 -3.83 2.03
H 2.46 -5.38 -0.24
H 2.86 -5.97 1.37
H 4.15 -5.57 0.23
H 1.37 -3.71 -1.16
H -1.13 -4.88 -1.35
H -3.62 -4.00 -0.80
H -3.33 -1.49 0.14
*
```

Properties
E_HOMO: -10.5 eV
relative energy (zero: lowest compared OMol25 entry of this formula, charge and spin): 0.0 kcal per mole
frontier orbital gap: 0.2849 Eh
calculated total energy: -1559.310820 hartree